No. 1
This record from the OMol25 dataset describes a 9-piece molecular cluster, C42H36BF4O26 overall. The level of theory is ωB97M-V with the def2-TZVPD basis set.

```
109
Properties=species:S:1:pos:R:3:lowdin_charge:R:1
B -0.4096 -0.0425 0.7154 -1.42
F 0.5842 -0.9760 0.5241 0.14
F 0.0149 0.7401 1.8405 0.10
F -0.5431 0.6626 -0.3910 0.22
F -1.5298 -0.7230 1.0329 0.18
C -4.7006 1.9640 -4.8095 0.15
C -6.1140 2.7152 -4.5634 -0.06
C -6.4655 3.3296 -3.3612 -0.48
O -7.5265 3.9361 -3.2638 0.08
C -5.6541 3.0323 -2.2409 0.10
C -4.3096 2.3196 -2.3614 -0.12
C -3.7487 1.7941 -3.6557 -0.42
O -2.6940 1.3128 -3.7259 0.16
O -3.4079 2.1401 -1.3993 0.14
O -7.0413 2.9738 -5.6807 -0.04
H -4.4299 1.4838 -5.7944 0.11
H -5.9460 3.4956 -1.3259 0.11
H -2.9287 1.4226 -1.7539 0.06
H -7.9389 3.5070 -5.4462 0.18
C 4.8329 2.5713 1.3317 0.13
C 3.4974 2.4558 2.0610 -0.25
C 3.5267 2.2823 3.4405 -0.39
O 2.4915 2.0762 4.0831 0.11
C 4.7852 2.1604 4.2047 0.10
C 6.1254 2.3244 3.4887 -0.13
C 6.1384 2.3713 1.9925 -0.34
O 7.2430 2.6374 1.4616 0.08
O 7.3278 2.3508 4.2096 0.08
O 2.3610 2.5711 1.4571 0.13
H 4.8059 2.7242 0.2704 0.10
H 4.8248 2.0630 5.3365 0.13
H 6.8754 2.5464 5.0164 0.07
H 1.7492 2.0102 2.0303 0.14
C -4.9524 -2.9748 -4.6560 0.12
C -3.7153 -2.7644 -5.5014 -0.14
C -2.4862 -2.2851 -4.8874 -0.38
O -1.4704 -1.9761 -5.4799 0.10
C -2.5299 -1.9573 -3.4116 0.14
C -3.8656 -2.1595 -2.5810 -0.18
C -5.0005 -2.7404 -3.2114 -0.35
O -6.0576 -2.9360 -2.5350 0.08
O -4.0946 -1.3352 -1.5738 0.14
O -3.5379 -2.9633 -6.8391 0.08
H -5.7024 -3.4257 -5.1645 0.07
H -1.8950 -1.0879 -2.8851 0.15
H -3.4352 -1.3249 -1.0006 0.04
H -2.6610 -2.6315 -7.1402 0.13
C 3.2651 3.4034 -2.1655 0.15
C 1.7453 3.0475 -1.8215 -0.09
C 0.8875 3.9994 -1.0611 -0.42
O -0.2789 3.6247 -0.8210 0.10
C 1.4184 5.1937 -0.6550 0.12
C 2.9362 5.6349 -0.9920 -0.09
C 3.7344 4.7898 -1.8104 -0.38
O 4.9206 5.0359 -2.0525 0.10
O 3.4000 6.8640 -0.6939 0.12
O 1.2446 1.7901 -2.1126 0.05
H 3.8760 2.8264 -2.5749 0.00
H 0.8253 5.6297 -0.0139 0.05
H 3.0230 7.1811 0.1089 0.11
H 0.6268 1.8163 -1.2752 0.12
C 6.2555 -0.7414 1.0571 0.14
C 6.1871 -0.5307 -0.4746 -0.13
C 4.9489 -0.2156 -1.1004 -0.38
O 4.7625 0.1010 -2.2695 0.09
C 3.6866 -0.3673 -0.2597 0.14
C 3.7148 -0.7147 1.2789 -0.12
C 5.0321 -0.8973 1.8545 -0.47
O 5.1998 -1.1009 2.9867 0.17
O 2.7291 -0.7317 2.2088 0.12
O 7.2301 -0.4067 -1.3214 0.16
H 7.1132 -0.9758 1.6446 0.11
H 2.7569 -0.0975 -0.7132 0.07
H 1.8970 -0.7851 1.8023 0.04
H 7.0286 -0.1337 -2.0908 -0.01
C -3.5691 0.5061 5.8151 0.10
C -3.2306 -0.1349 4.5792 -0.18
C -3.3784 -1.6711 4.4517 -0.27
O -3.1349 -2.2742 3.3474 0.05
C -3.9867 -2.2999 5.6407 0.11
C -4.3339 -1.5264 6.8983 -0.24
C -4.1371 -0.1981 7.0146 -0.34
O -4.5188 0.5616 7.9722 0.08
O -4.7469 -2.1958 7.9836 0.07
O -2.7685 0.4653 3.4975 0.13
H -3.6911 1.5060 5.8444 0.08
H -4.1580 -3.3871 5.4751 0.12
H -4.7788 -3.2413 7.7346 0.21
H -2.1341 -0.1213 3.1636 0.06
C 1.9554 -2.3411 -2.8671 0.03
C 1.6696 -3.7676 -2.4283 -0.45
O 1.0891 -4.6139 -3.0948 0.05
C 2.1639 -4.1543 -1.0407 0.01
H 1.6739 -1.6175 -2.3303 -0.02
H 1.4305 -2.3585 -3.7983 0.08
H 3.1212 -2.2434 -2.8983 0.14
H 1.7755 -3.3834 -0.6447 -0.01
H 3.2370 -4.2888 -0.9811 0.10
H 1.7175 -5.1024 -0.8993 0.08
C -1.7416 -4.2966 0.7537 -0.01
C -0.6378 -4.6736 1.8451 -0.37
O -0.4494 -5.9598 2.0220 -0.05
C 0.1107 -3.6624 2.5860 -0.02
H -1.4798 -3.3193 0.3143 0.06
H -2.5152 -3.8825 1.2774 0.01
H -2.1706 -5.1558 0.0889 0.12
H 0.8961 -3.2324 1.9459 0.09
H 0.6763 -4.0458 3.3672 0.07
H -0.5134 -2.7997 2.8450 0.08
```

* gap between HOMO and LUMO: 6.130 eV
* energy relative to the best compared isomer or geometry (same formula, charge and spin): 120.4 kcal/mol
* net charge: -1

=====

No. 2
This record from the OMol25 dataset describes C14H22I2IrNO3P2S2 as an isolated structure. The level of theory is ωB97M-V with the def2-TZVPD basis set.

```
47
Properties=species:S:1:pos:R:3:mulliken_spin:R:1
I 3.2868 3.7869 -1.7955 0.49
I 1.5481 1.1222 -3.4195 0.62
Ir 1.5614 1.6508 -0.7535 0.26
P 2.3134 -0.6052 -0.7869 0.16
C 3.9695 -0.8125 -1.4979 0.01
C 2.4626 -1.4520 0.8460 0.03
H 3.2631 -2.2063 0.7965 0.00
H 1.3375 -2.6619 -1.5943 0.01
H 1.5373 -1.9514 1.1600 0.01
H 0.0542 -1.4357 -1.2469 0.00
H 4.5338 0.0799 -1.2444 0.00
H 2.7092 -0.7207 1.6139 -0.01
C 1.0610 -1.6017 -1.6612 0.03
H 4.4759 -1.6894 -1.1098 0.00
H 1.0100 -1.3104 -2.7207 0.01
H 3.8986 -0.9051 -2.5801 0.00
P -0.6112 2.5182 -1.2771 0.18
C -0.5384 4.1487 -2.0824 0.02
C -1.5620 1.3940 -2.3484 0.00
H -2.4626 1.9176 0.2013 0.00
H -2.4033 3.6714 -0.1362 0.00
H -1.2691 2.9252 1.0282 0.00
C -1.7922 2.7789 0.0835 0.04
H -1.7029 0.4493 -1.7977 0.00
H -2.5430 1.8226 -2.5672 0.01
H -1.4285 4.7387 -1.8332 0.00
H -0.4801 4.0123 -3.1689 0.00
H -1.0204 1.1774 -3.2743 0.00
H 0.3628 4.6439 -1.7129 0.00
C 2.5203 2.6276 0.4678 -0.01
O 3.1395 3.2173 1.2738 0.07
O -2.7837 -2.2420 -0.9537 0.12
S -2.8285 -1.3189 0.1555 -0.05
O -4.0794 -0.6271 0.4157 0.13
N -1.5166 -0.2351 0.0954 0.57
C -0.7552 -0.2524 1.1768 0.42
S 0.5063 0.8729 1.3858 0.23
C -1.1332 -1.3040 2.1219 0.18
C -0.5399 -1.7546 3.3020 0.33
C -1.0130 -2.9136 3.9409 0.23
C -2.0739 -3.6522 3.3942 0.29
C -2.6746 -3.1865 2.2203 0.25
C -2.1945 -2.0438 1.6016 0.34
H 0.2652 -1.1705 3.7436 0.00
H -0.5472 -3.2075 4.8869 0.01
H -2.3818 -4.5673 3.8979 0.01
H -3.4812 -3.7280 1.7531 -0.01
```

* gap between HOMO and LUMO (alpha / beta): 5.303 / 3.431 eV
* energy relative to the best compared isomer or geometry (same formula, charge and spin): 57.4 kcal/mol
* net charge: +3
* <S²>: 8.790
* spin multiplicity: 6

=====

No. 3
This record from the OMol25 dataset describes C26H43MnN3OS2Si3Te as an isolated structure. The level of theory is ωB97M-V with the def2-TZVPD basis set.

```
80
Properties=species:S:1:pos:R:3:mulliken_spin:R:1
Mn 0.1829 0.4022 0.1694 4.69
C 4.5012 2.3587 2.8123 0.00
S 4.6542 0.7345 2.0576 0.01
C 3.2442 0.6346 1.0198 0.04
S 2.0835 1.8995 0.9124 0.04
N 3.2148 -0.5078 0.3808 -0.01
N 2.0505 -0.6317 -0.3387 0.03
C 2.1148 -1.1822 -1.4921 -0.01
C 0.9031 -1.1694 -2.3386 0.02
C 0.8611 -1.8338 -3.5528 0.01
C -0.2707 -1.6967 -4.3457 0.00
C -1.3114 -0.9011 -3.9012 0.01
C -1.1953 -0.2785 -2.6651 0.04
N -0.1181 -0.4111 -1.8982 0.04
H 5.4417 2.5219 3.3369 0.00
H 3.6745 2.3973 3.5174 0.00
H 4.3716 3.1261 2.0533 0.00
H 3.0588 -1.5547 -1.8843 0.01
H 1.7034 -2.4344 -3.8687 0.00
H -0.3300 -2.2009 -5.3011 0.00
H -2.2086 -0.7637 -4.4868 0.00
H -1.9821 0.3450 -2.2696 0.00
C -0.3130 3.5407 -1.0861 0.01
O -0.7630 2.4117 -0.3599 0.00
Si -1.6216 2.4803 1.1267 -0.06
C -3.1288 3.5172 0.6956 0.01
C -0.6824 3.5441 2.3352 0.01
C -1.7371 0.6860 1.4836 0.02
Si -1.2341 0.0304 3.1624 0.01
C 0.4848 0.4416 3.8092 0.03
C -2.4087 0.5371 4.5503 0.00
C -1.1505 -1.8518 3.2102 0.00
Si -3.4889 0.1792 1.1153 0.05
C -4.0450 -1.5891 1.4615 0.00
C -4.7882 1.1329 2.1333 0.00
C -3.9418 0.4320 -0.7090 0.01
H 0.4524 4.0883 -0.5311 0.00
H -1.1479 4.2091 -1.3086 0.00
H 0.1253 3.1971 -2.0232 0.00
H -2.8137 4.5628 0.6458 0.00
H -3.9181 3.4578 1.4411 0.00
H -3.5620 3.2503 -0.2675 0.00
H -0.4958 4.5319 1.9047 0.00
H 0.2726 3.1270 2.6381 -0.01
H -1.2964 3.6929 3.2277 0.00
H 0.6734 1.4939 4.0055 0.00
H 1.2876 0.0824 3.1637 -0.01
H 0.5738 -0.0986 4.7568 0.00
H -2.5923 1.6140 4.5473 0.00
H -1.9919 0.2731 5.5241 0.00
H -3.3782 0.0421 4.4605 0.00
H -0.2844 -2.2132 2.6483 0.00
H -2.0261 -2.3649 2.8258 0.00
H -1.0152 -2.1495 4.2538 0.00
H -4.0914 -1.8040 2.5284 0.00
H -3.4672 -2.3761 0.9792 0.00
H -5.0674 -1.6565 1.0766 0.00
H -5.3929 0.4334 2.7143 0.00
H -5.4718 1.6891 1.4898 0.00
H -4.3485 1.8359 2.8403 0.00
H -3.3510 1.2112 -1.1889 0.00
H -4.9920 0.7183 -0.7977 0.00
H -3.8120 -0.4967 -1.2707 0.00
C -1.7534 -4.9461 0.8430 0.00
Te -1.2235 -3.3045 -0.4007 0.03
C 0.5037 -4.4532 -0.9215 0.00
C 0.2807 -5.8303 -0.3449 0.00
C 1.1576 -6.8713 -0.6436 0.00
C 0.9647 -8.1331 -0.1110 0.00
C -0.1147 -8.3677 0.7326 0.00
C -0.9883 -7.3387 1.0337 0.00
C -0.8007 -6.0650 0.4999 0.00
H -2.7876 -5.2243 0.6502 0.00
H -1.6617 -4.6450 1.8861 0.00
H 1.3900 -3.9829 -0.4947 0.00
H 0.6123 -4.4866 -2.0039 0.00
H 1.9985 -6.6850 -1.3009 0.00
H 1.6519 -8.9333 -0.3519 0.00
H -0.2742 -9.3521 1.1519 0.00
H -1.8310 -7.5195 1.6898 0.00
```

* gap between HOMO and LUMO (alpha / beta): 6.785 / 6.894 eV
* energy relative to the best compared isomer or geometry (same formula, charge and spin): 0.0 kcal/mol
* <S²>: 8.761
* spin multiplicity: 6

=====

No. 4
This record from the OMol25 dataset describes a 4-piece molecular cluster, C35H69BNO15 overall. The level of theory is ωB97M-V with the def2-TZVPD basis set.

```
121
Properties=species:S:1:pos:R:3:lowdin_charge:R:1
C -0.5545 0.8607 5.6834 -0.12
C -1.9691 0.0851 5.8196 -0.15
B -2.0616 -0.9468 4.5323 -0.39
O -2.3134 -2.3158 4.8510 0.09
C -1.8124 -0.3481 3.0314 -0.12
C -0.3660 -0.6596 2.4065 -0.22
C 0.1594 -2.1527 2.5899 -0.11
C 1.6341 -2.4083 1.9446 -0.17
O 1.8693 -3.8133 1.6509 -0.06
C 1.4785 -4.0669 0.2958 -0.37
O 0.4429 -4.7728 0.1459 0.06
C 2.3553 -3.4923 -0.9021 -0.14
C 3.9393 -3.7589 -0.7427 -0.09
C -0.4574 -0.3665 0.7945 -0.11
C -1.5766 0.7304 0.4808 -0.10
N -2.9820 0.3343 0.8840 -0.08
C -3.8758 0.0590 -0.2979 -0.10
C -3.2406 -0.8320 -1.4681 -0.15
C -3.1999 -0.0317 -2.8917 -0.13
C -1.7354 0.4879 -3.2902 -0.15
O -1.8311 1.9508 -3.5006 -0.08
C -0.7808 2.6228 -2.8083 -0.39
C -1.0829 3.6859 -1.6284 0.02
O 0.3948 2.3589 -3.1553 0.05
C -3.0506 -0.6667 2.0065 -0.18
C -3.0960 -2.1987 1.5999 -0.11
C -4.4977 -2.8373 1.1946 -0.17
C -5.8195 -2.2041 1.8239 -0.18
C -6.2326 -2.7792 3.2661 -0.24
O -5.1121 -3.0390 4.1414 -0.24
C -5.7075 -3.1030 5.4891 -0.09
H -0.4033 1.3755 4.6759 0.06
H -0.3866 1.6539 6.4893 0.09
H 0.2804 0.0653 5.7558 0.10
H -2.8706 0.7780 5.8977 0.11
H -1.8776 -0.5435 6.7861 0.11
H -2.6076 -2.3948 5.7863 0.11
H -1.8595 0.8014 3.1815 0.13
H 0.3951 0.0880 2.8061 0.15
H -0.5147 -2.9426 2.0872 0.12
H 0.2789 -2.4817 3.6911 0.14
H 2.3717 -2.1453 2.7945 0.14
H 1.8831 -1.7001 1.0889 0.11
H 2.2309 -2.3461 -0.9097 0.11
H 1.9386 -3.9310 -1.8686 0.13
H 4.4860 -3.5349 -1.7338 0.09
H 4.1135 -4.8683 -0.5250 0.09
H 4.4209 -3.1163 0.0760 0.08
H -0.5385 -1.3235 0.1788 0.11
H 0.5569 0.1055 0.5262 0.13
H -1.5250 1.1300 -0.6000 0.11
H -1.2958 1.6485 1.1262 0.15
H -3.3761 1.2084 1.2973 0.19
H -4.1048 1.0922 -0.7645 0.15
H -4.8905 -0.3849 -0.0320 0.13
H -2.2375 -1.3140 -1.2324 0.10
H -3.9713 -1.7061 -1.6572 0.11
H -3.5486 -0.7835 -3.6938 0.12
H -3.9734 0.8204 -2.9062 0.13
H -0.9183 0.2186 -2.5328 0.12
H -1.5061 0.0582 -4.3327 0.14
H -1.8841 3.2916 -0.8973 0.07
H -0.1346 3.8365 -1.0119 0.10
H -1.4845 4.6679 -2.0771 0.10
H -3.9782 -0.3687 2.6298 0.17
H -2.3894 -2.3279 0.6927 0.11
H -2.6357 -2.8910 2.4003 0.13
H -4.6555 -2.8764 0.0506 0.10
H -4.4741 -3.9466 1.5174 0.14
H -6.6896 -2.4982 1.1204 0.13
H -5.8467 -1.0474 1.8301 0.10
H -6.7682 -3.7873 3.0887 0.14
H -7.0359 -2.1012 3.7487 0.13
H -6.7733 -3.5373 5.3779 0.10
H -5.1287 -3.8131 6.1630 0.10
H -5.7922 -2.0343 5.8756 0.10
C -2.0902 9.1516 -1.5429 -0.06
C -2.8339 7.9220 -1.0496 -0.22
O -2.3482 7.5027 0.2315 0.02
C -2.7478 8.2457 1.2748 -0.59
O -3.4671 9.2124 1.2295 0.13
O -2.1808 7.7451 2.3883 -0.01
C -2.4404 8.5126 3.5628 -0.05
H -1.0113 8.9730 -1.5416 0.08
H -2.4067 9.4143 -2.5545 0.08
H -2.2698 10.0113 -0.8942 0.08
H -2.6550 7.0963 -1.7404 0.11
H -3.9133 8.0918 -1.0179 0.13
H -3.5122 8.6610 3.7112 0.10
H -1.9242 9.4725 3.5012 0.10
H -2.0467 7.9604 4.4171 0.09
C 3.3454 2.2178 -3.6378 -0.07
C 3.6834 2.5335 -2.1913 -0.22
O 5.0962 2.6765 -2.0054 0.03
C 5.6236 3.8272 -2.4483 -0.59
O 5.0235 4.7332 -2.9740 0.12
O 6.9511 3.7902 -2.2341 0.00
C 7.6520 4.9162 -2.7587 -0.05
H 3.9022 1.3399 -3.9787 0.08
H 2.2774 2.0284 -3.7513 0.04
H 3.6189 3.0426 -4.2994 0.08
H 3.3662 1.7009 -1.5608 0.11
H 3.1565 3.4256 -1.8419 0.12
H 7.2300 5.8536 -2.3900 0.10
H 7.6346 4.8894 -3.8500 0.10
H 8.6885 4.8496 -2.4258 0.09
C 8.6025 -6.1741 -3.5660 -0.07
C 7.9689 -6.0184 -4.9384 -0.21
O 7.0171 -7.0584 -5.1921 0.04
C 5.8415 -6.9329 -4.5627 -0.59
O 5.5194 -6.0369 -3.8185 0.10
O 5.0823 -7.9984 -4.8759 0.00
C 3.8368 -8.0435 -4.1841 -0.05
H 9.0347 -7.1723 -3.4546 0.08
H 9.3858 -5.4279 -3.4156 0.08
H 7.8627 -6.0584 -2.7710 0.07
H 8.7432 -6.1082 -5.7013 0.12
H 7.5068 -5.0351 -5.0580 0.12
H 3.2732 -7.1180 -4.3205 0.09
H 4.0077 -8.2372 -3.1231 0.10
H 3.2539 -8.8670 -4.5982 0.10
```

* gap between HOMO and LUMO: 9.213 eV
* net charge: +1

=====

No. 5
This record from the OMol25 dataset describes C2H8Cl2N4S2 as an isolated structure. The level of theory is ωB97M-V with the def2-TZVPD basis set.

```
18
Properties=species:S:1:pos:R:3:nbo_charge:R:1
C 2.2777 0.4612 0.3857 0.31
C -1.8609 -0.4048 -0.2698 0.15
N 1.7017 1.4225 -0.3745 -0.84
N 2.4574 0.8819 1.6836 -0.88
N -1.3608 -0.1703 -1.5172 -0.89
N -2.9230 -1.9663 -0.2515 -0.83
S 1.1743 -1.1421 0.2012 0.06
S -0.6202 -0.8236 1.0309 0.08
Cl 3.9198 -0.2593 -0.3562 -0.19
Cl -2.8336 0.9929 0.3217 -0.06
H 1.2687 1.2188 -1.2803 0.40
H 1.9709 2.3845 -0.3266 0.39
H 3.3274 0.6302 2.0783 0.40
H 1.6931 0.8178 2.3602 0.40
H -1.7085 -0.9479 -2.1574 0.42
H -1.7252 0.7304 -1.7638 0.39
H -3.8941 -1.6725 -0.4301 0.35
H -2.8646 -2.1534 0.6660 0.33
```

* gap between HOMO and LUMO: 9.406 eV
* energy relative to the best compared isomer or geometry (same formula, charge and spin): 44.2 kcal/mol

=====

No. 6
This record from the OMol25 dataset describes a 2-piece molecular cluster, C4H9NO3 overall. The level of theory is ωB97M-V with the def2-TZVPD basis set.

```
17
Properties=species:S:1:pos:R:3:nbo_charge:R:1
C 1.2914 0.1600 -1.7805 -0.13
C 0.2262 -0.2776 -0.7709 0.05
C 1.2986 -0.0372 1.3127 -0.23
C -2.0996 0.7582 0.3545 -0.27
N 0.2743 0.2352 0.5284 0.05
O -0.0238 0.6262 -1.8091 -0.51
O 0.5334 -3.0632 1.4442 -0.92
O -0.8491 0.6981 1.0959 -0.33
H 2.1131 0.7971 -1.4799 0.17
H 1.7276 -0.5435 -2.5029 0.18
H 1.1311 -0.0294 2.3373 0.19
H 0.1259 -2.3920 1.0121 0.46
H 2.2528 -0.3380 1.1133 0.21
H -2.8081 1.2118 0.9876 0.21
H -2.4190 -0.2485 0.1271 0.20
H -1.9560 1.2464 -0.5902 0.21
H 1.4099 -2.7156 1.6365 0.46
```

* gap between HOMO and LUMO (alpha / beta): 7.788 / 7.789 eV
* energy relative to the best compared isomer or geometry (same formula, charge and spin): 187.4 kcal/mol

=====

no.,energy (eV)
1,-108902.5664
2,-81760.7568
3,-118098.7045
4,-70282.9085
5,-54878.1302
6,-11919.4158